Entry 1:
17
Properties=species:S:1:pos:R:3 method="wB97M-V/def2-TZVPD" e_tot_ha=-611.931457 gap_ha=0.3588 e_above_lowest_ev=0.290 smiles=C[C@H](N)CCS
C 0.76 1.38 -0.94
C -0.14 0.98 0.26
C -1.19 -0.15 0.05
C -0.68 -1.57 0.19
H 1.31 2.28 -0.66
H 0.15 1.61 -1.81
H 1.50 0.60 -1.24
H -0.70 1.88 0.56
H 1.54 0.11 1.00
H 1.05 1.43 1.86
H -1.76 -0.05 -0.87
H -1.91 -0.03 0.84
H -0.08 -1.59 1.15
H -1.55 -2.25 0.31
H 0.64 -3.25 -0.90
N 0.73 0.56 1.40
S 0.35 -1.94 -1.21

***

Entry 2:
9
Properties=species:S:1:pos:R:3 method="wB97M-V/def2-TZVPD" e_tot_ha=-266.964136 gap_ha=0.3416 e_above_lowest_ev=6.222
C -0.32 -1.76 -1.34
C -1.13 -0.87 -0.40
C -0.65 -0.42 -1.71
O -0.14 -1.69 0.03
O 1.48 0.66 0.98
H -0.48 -2.74 -1.78
H -2.08 -1.26 -0.01
H 1.18 0.69 0.09
H 0.95 0.06 1.40

***

Entry 3:
24
Properties=species:S:1:pos:R:3 method="wB97M-V/def2-TZVPD" e_tot_ha=-1010.037128 gap_ha=0.3680 e_above_lowest_ev=4.172 smiles=OC[C@H]1O[C@H](S)[C@@H](O)[C@H](O)[C@@H]1O
C -2.36 1.51 0.15
C -0.95 0.89 0.01
C 0.08 -1.07 0.72
C 1.08 -0.78 -0.17
C 0.51 -0.63 -1.61
C -0.31 0.68 -1.50
H -3.33 0.42 1.62
H -3.01 1.11 -0.68
H -2.29 2.59 -0.04
H -0.19 1.32 0.63
H -0.15 -2.20 0.80
H 0.17 -1.59 3.19
H 1.34 0.35 0.23
H 2.46 -1.77 0.67
H 0.00 -1.63 -1.87
H 2.38 -0.79 -2.10
H -0.99 0.76 -2.19
H 1.58 1.47 -1.93
O -2.80 1.42 1.43
O -1.17 -0.45 0.52
O 2.16 -1.73 -0.41
O 1.56 -0.29 -2.48
O 0.60 1.88 -1.69
S 0.68 -0.64 2.32

***

Entry 4:
40
Properties=species:S:1:pos:R:3 method="wB97M-V/def2-TZVPD" total_charge=+1 e_tot_ha=-1638.545768 gap_ha=0.3049
Al -0.85 -0.56 0.15
C -1.01 -0.40 3.16
N -1.10 0.42 1.93
C -0.22 1.61 2.06
C -2.52 0.82 1.69
C -2.63 1.57 0.36
N -1.74 0.86 -0.56
C -1.40 1.35 -1.80
C -0.33 0.71 -2.41
F 0.20 -0.33 -1.64
C 0.22 1.06 -3.61
F 1.26 0.38 -4.09
C -0.32 2.13 -4.30
C -1.39 2.79 -3.73
F -1.94 3.82 -4.36
C -1.93 2.42 -2.50
F -2.98 3.11 -2.02
H -1.23 0.22 4.03
H 0.00 -0.81 3.25
H -1.71 -1.22 3.11
H -0.62 2.28 2.84
H -0.16 2.15 1.12
H 0.78 1.29 2.35
H -2.89 1.42 2.52
H -3.10 -0.10 1.63
H -2.33 2.61 0.47
H -3.67 1.56 0.03
H 0.07 2.43 -5.26
Te -0.62 -3.02 0.46
C 1.50 -2.80 0.46
C 2.19 -2.76 -0.75
C 3.58 -2.73 -0.74
C 4.27 -2.76 0.47
C 3.57 -2.80 1.67
C 2.18 -2.82 1.67
H 1.66 -2.75 -1.69
H 4.12 -2.70 -1.67
H 5.35 -2.75 0.47
H 4.10 -2.82 2.61
H 1.64 -2.87 2.61

***

Entry 5:
114
Properties=species:S:1:pos:R:3 method="wB97M-V/def2-TZVPD" e_tot_ha=-15286.211914 gap_ha=0.3002
Ca 0.74 0.14 0.28
C -3.98 -3.10 -1.65
As -3.01 -1.99 -0.34
C -3.71 -2.99 1.20
C -4.30 -0.50 -0.15
C -4.36 0.63 -1.21
C -4.25 0.06 -2.63
C -3.30 1.74 -0.99
As -1.35 1.42 -1.17
C -0.91 3.31 -0.90
C -1.19 1.47 -3.12
C -5.75 1.29 -1.00
As -6.60 2.65 -2.17
C -5.15 3.60 -3.10
C -7.11 1.51 -3.68
H -5.05 -2.92 -1.56
H -3.79 -4.15 -1.41
H -3.67 -2.91 -2.67
H -4.73 -3.32 0.99
H -3.72 -2.36 2.09
H -3.09 -3.85 1.40
H -4.10 -0.07 0.84
H -5.27 -0.99 -0.09
H -3.31 -0.49 -2.76
H -4.25 0.86 -3.37
H -5.07 -0.62 -2.85
H -3.41 2.14 0.02
H -3.51 2.55 -1.68
H -1.38 3.91 -1.68
H 0.17 3.42 -0.94
H -1.26 3.64 0.07
H -1.93 2.15 -3.54
H -1.31 0.48 -3.57
H -0.19 1.82 -3.34
H -5.78 1.73 0.00
H -6.52 0.50 -1.01
H -4.60 4.24 -2.41
H -5.64 4.24 -3.83
H -4.46 2.94 -3.62
H -7.71 0.67 -3.33
H -6.25 1.14 -4.24
H -7.73 2.11 -4.35
Se 2.65 -0.55 2.29
P 2.02 1.34 3.12
Se 0.26 2.26 2.30
C 3.38 2.55 2.98
C 4.55 2.24 2.30
C 5.55 3.21 2.17
C 5.37 4.47 2.72
C 4.20 4.77 3.41
C 3.20 3.82 3.53
C 1.84 1.12 4.93
C 2.93 0.64 5.65
C 2.82 0.41 7.02
C 1.62 0.65 7.67
C 0.53 1.13 6.95
C 0.64 1.37 5.58
H 4.68 1.26 1.87
H 6.46 2.97 1.63
H 6.15 5.22 2.62
H 4.06 5.75 3.84
H 2.28 4.05 4.04
H 3.87 0.44 5.14
H 3.68 0.04 7.57
H 1.53 0.47 8.73
H -0.41 1.32 7.46
H -0.21 1.74 5.02
S -1.05 -2.18 4.58
C -2.11 -0.86 4.31
C -1.92 -0.39 3.05
N -0.98 -1.06 2.30
C -0.45 -2.02 2.99
H -2.77 -0.49 5.08
H -2.44 0.46 2.62
H 0.32 -2.69 2.62
C 2.61 -6.01 0.31
C 1.78 -4.79 0.61
O 1.40 -4.17 -0.63
P 1.29 -2.55 -0.69
O 0.98 -2.43 -2.28
C -0.15 -3.07 -2.90
C 0.35 -3.97 -4.01
O 2.80 -2.04 -0.66
C 3.84 -2.48 -1.58
C 5.10 -2.73 -0.77
H 2.94 -6.49 1.23
H 3.50 -5.74 -0.27
H 2.03 -6.73 -0.27
H 2.35 -4.09 1.23
H 0.88 -5.08 1.16
H -0.80 -2.29 -3.29
H -0.72 -3.65 -2.17
H 0.94 -3.40 -4.72
H -0.50 -4.41 -4.54
H 0.96 -4.77 -3.60
H 4.00 -1.69 -2.30
H 3.52 -3.38 -2.10
H 5.28 -1.89 -0.09
H 5.95 -2.84 -1.44
H 5.01 -3.64 -0.17
C 4.41 1.29 -1.51
Si 2.73 1.60 -2.28
C 2.62 3.43 -2.64
C 2.72 0.70 -3.94
O 1.52 1.09 -1.34
H 5.21 1.30 -2.26
H 4.42 0.30 -1.01
H 4.64 2.04 -0.75
H 3.47 3.76 -3.25
H 2.63 4.01 -1.70
H 1.69 3.69 -3.18
H 3.66 0.87 -4.49
H 1.89 1.04 -4.58
H 2.59 -0.38 -3.78

***

Entry 6:
8
Properties=species:S:1:pos:R:3 method="wB97M-V/def2-TZVPD" e_tot_ha=-430.913325 gap_ha=0.3290 e_above_lowest_ev=3.261
C 0.13 -0.62 -1.04
C -0.23 0.46 1.12
N -0.23 -0.60 0.16
I 0.60 -2.25 -2.11
H 0.52 0.88 -1.92
H 0.34 1.36 0.66
H 0.17 0.14 2.07
H -1.31 0.62 1.06

***

Entry 7:
29
Properties=species:S:1:pos:R:3 method="wB97M-V/def2-TZVPD" multiplicity=2 total_charge=-1 e_tot_ha=-1778.370865 gap_ha="0.2732 / 0.2917" e_above_lowest_ev=0.197
Tl -0.98 0.15 2.79
O -1.69 -0.88 0.45
C -1.82 -0.29 -0.83
C -0.49 0.14 -1.43
N 0.13 1.27 -0.75
C -0.46 2.48 -0.78
C -1.60 3.00 0.87
O -1.41 4.17 0.98
O -2.19 2.01 1.22
C 1.51 1.19 -0.27
C 1.72 1.60 1.20
O 2.84 1.99 1.50
O 0.70 1.50 1.97
H -1.15 -1.69 0.37
H -2.49 0.56 -0.71
H -2.29 -1.00 -1.52
H -0.66 0.40 -2.48
H 0.19 -0.70 -1.40
H -1.28 2.59 -1.48
H 0.20 3.33 -0.66
H 2.15 1.82 -0.89
H 1.85 0.16 -0.37
F 0.33 -2.55 1.51
P 1.05 -3.43 0.32
F 1.72 -2.05 -0.23
F -0.26 -3.11 -0.62
F 1.72 -4.25 -0.89
F 0.33 -4.75 0.87
F 2.32 -3.68 1.27

***

Entry 8:
22
Properties=species:S:1:pos:R:3 method="wB97M-V/def2-TZVPD" total_charge=+1 e_tot_ha=-366.617824 gap_ha=0.2945 e_above_lowest_ev=4.066
C -0.59 0.13 -0.08
C 1.95 0.30 -1.46
C 2.01 -1.22 0.57
C -2.83 -0.56 -0.35
C -2.02 0.38 1.82
C 2.04 0.12 -0.03
N -1.71 0.02 0.44
O 2.38 1.19 0.58
H -0.59 -0.20 -1.20
H 1.34 1.16 -1.69
H 1.84 -0.68 -2.03
H 3.00 0.61 -1.76
H 1.52 -1.99 -0.14
H 1.26 -1.26 1.43
H 2.96 -1.67 0.90
H -2.35 -1.28 -0.86
H -3.07 0.26 -1.02
H -3.57 -1.00 0.34
H -1.31 1.03 2.28
H -2.08 -0.54 2.34
H -2.95 0.91 1.89
H 2.79 1.23 1.42